1.
C47H34F3N9O2SSc | ωB97M-V/def2-TZVPD

* gap between HOMO and LUMO: 6.78 eV
* E: -3913.348340 hartree
* LUMO energy: -3.26 eV
* total charge: +1

XYZ file:
```
97
Properties=species:S:1:pos:R:3:forces:R:3
Sc -0.3100 0.0060 0.1911 0.0 -0.7 1.0
C 4.4208 -0.4878 -1.0480 -0.1 0.1 -0.3
O 4.3016 -0.3689 0.3892 0.1 -0.2 0.4
C 2.9952 -0.3090 0.6371 -0.1 -0.1 -0.5
N 2.1776 -0.4640 -0.3278 -0.3 0.6 0.1
C 2.9918 -0.8481 -1.5005 0.1 -0.2 -0.1
C 2.5931 -0.2607 -2.8280 -0.1 0.0 0.0
C 2.9408 -0.9411 -3.9921 0.0 0.0 0.1
C 2.5585 -0.4495 -5.2291 0.0 0.0 -0.1
C 1.8038 0.7133 -5.3142 0.0 0.0 0.0
C 1.4765 1.4053 -4.1592 0.0 0.1 0.0
C 1.8868 0.9277 -2.9225 0.1 0.0 0.0
C 2.5464 -0.0940 2.0156 0.1 0.0 0.2
C 3.3934 -0.1811 3.1098 0.0 0.0 -0.1
C 2.8677 0.0726 4.3674 0.0 0.0 0.0
C 1.5406 0.4541 4.4745 -0.1 0.0 0.0
C 0.7827 0.5333 3.3146 0.1 -0.1 0.1
N 1.2573 0.2213 2.1133 0.0 0.0 -0.1
C -0.6031 1.0014 3.2973 -0.5 0.1 -0.4
N -1.3087 0.9961 2.2366 0.2 0.6 -0.2
C -2.6538 1.4940 2.6198 -0.1 -0.3 0.1
C -2.4512 1.9373 4.0865 -0.2 0.1 -0.1
O -1.1372 1.4499 4.4277 0.3 -0.2 0.3
C -3.2049 2.6022 1.7598 0.1 -0.1 -0.1
C -4.4684 2.4899 1.1913 0.1 -0.1 0.1
C -5.0072 3.5442 0.4687 -0.1 0.0 -0.1
C -4.2925 4.7227 0.3227 -0.1 0.0 0.0
C -3.0315 4.8392 0.8867 0.2 0.0 0.0
C -2.4871 3.7812 1.5964 0.0 0.1 0.0
H 5.1588 -1.2508 -1.2774 0.0 0.0 0.1
H 4.7491 0.4729 -1.4485 0.0 0.0 0.1
H 2.8962 -1.9367 -1.5802 0.0 0.0 0.0
H 3.5105 -1.8620 -3.9273 -0.1 0.0 0.0
H 2.8369 -0.9818 -6.1293 0.0 0.0 0.0
H 1.4790 1.0800 -6.2789 0.0 0.0 0.0
H 0.8907 2.3158 -4.2131 0.0 0.0 0.0
H 1.6618 1.4821 -2.0242 -0.1 0.0 0.1
H 4.4347 -0.4316 2.9658 0.0 0.0 0.0
H 3.4898 -0.0046 5.2482 0.0 0.0 0.0
H 1.0849 0.6927 5.4248 0.0 0.0 0.0
H -3.3223 0.6295 2.5722 0.0 0.1 0.0
H -3.1703 1.5088 4.7786 0.0 -0.1 0.0
H -2.4468 3.0225 4.1926 0.0 0.0 0.0
H -5.0432 1.5830 1.3424 0.0 0.0 -0.1
H -5.9892 3.4437 0.0240 0.0 0.0 0.0
H -4.7273 5.5585 -0.2105 0.0 0.0 0.0
H -2.4676 5.7562 0.7738 0.0 0.0 0.0
H -1.5036 3.8854 2.0410 0.1 0.0 0.0
C 1.2574 -4.1329 -1.1426 0.0 0.0 0.0
C 0.9000 -4.2932 -2.4796 0.0 0.1 0.0
C 0.0459 -3.3753 -3.0372 0.1 0.0 0.0
C -0.4177 -2.2893 -2.2750 0.3 -0.2 0.3
N -0.0086 -2.0899 -1.0056 -0.2 0.1 -0.4
C 0.7906 -3.0295 -0.4682 0.2 -0.1 0.1
N -1.3675 -1.5128 -2.8799 -0.5 0.1 -0.2
C -1.6635 -0.3039 -2.6016 0.3 -0.3 -0.1
N -1.0305 0.5807 -1.7383 -0.1 0.0 0.3
C -1.5716 1.8286 -1.9750 0.5 0.3 -0.2
N -1.0920 2.9759 -1.6683 -0.6 0.2 0.0
C 0.0434 3.2252 -0.9544 0.2 -0.1 0.3
C 0.6927 4.4296 -1.2902 0.1 0.0 0.0
C 1.8184 4.8249 -0.6153 -0.1 -0.1 0.0
C 2.2616 4.0251 0.4360 0.1 0.0 0.0
C 1.5770 2.8670 0.7119 0.1 0.0 0.1
N 0.4999 2.4219 0.0352 -0.2 -0.1 -0.4
C -2.7258 1.7126 -2.8874 -0.2 -0.4 -0.1
C -3.6362 2.6378 -3.3582 0.1 0.1 0.1
C -4.5865 2.1947 -4.2709 0.0 0.1 0.0
C -4.6017 0.8732 -4.7101 0.1 -0.1 0.0
C -3.6787 -0.0511 -4.2349 0.0 -0.1 0.0
C -2.7538 0.3899 -3.3097 -0.1 0.5 0.1
H 1.8804 -4.8550 -0.6346 0.0 0.0 0.0
H 1.2744 -5.1270 -3.0587 -0.1 0.0 0.0
H -0.3019 -3.4594 -4.0563 0.0 0.0 0.0
H 1.0696 -2.8814 0.5641 0.0 0.0 0.0
H 0.2788 5.0039 -2.1063 0.0 0.0 0.0
H 2.3347 5.7381 -0.8791 0.0 0.0 0.0
H 3.1279 4.2902 1.0251 0.0 0.0 0.0
H 1.9089 2.2604 1.5381 0.0 0.0 0.0
H -3.6010 3.6637 -3.0202 0.0 0.1 0.0
H -5.3244 2.8869 -4.6553 0.0 0.0 0.0
H -5.3303 0.5656 -5.4486 0.0 0.0 0.0
H -3.6752 -1.0791 -4.5728 0.0 0.0 0.0
F -2.8874 -4.2293 3.1098 0.0 0.0 -0.1
C -2.9982 -4.3530 1.7771 0.0 -0.1 0.0
F -1.8672 -4.9244 1.3238 -0.1 0.0 0.1
F -3.9934 -5.2335 1.5492 0.1 0.1 0.0
C -3.2784 -3.0435 1.0904 -0.1 0.2 -0.1
C -4.4686 -2.8582 0.4213 0.1 0.1 0.0
C -4.6979 -1.6582 -0.2499 0.0 0.0 0.1
C -3.6899 -0.7234 -0.2700 -0.1 0.2 -0.2
N -2.5199 -0.8853 0.3582 0.3 -0.3 0.1
C -2.3199 -2.0037 1.0962 -0.2 -0.1 0.1
S -0.8805 -2.0395 2.0169 0.4 0.3 -0.1
H -5.2145 -3.6410 0.4181 0.0 0.0 0.0
H -5.6311 -1.4751 -0.7617 0.0 0.0 0.0
H -3.8179 0.2108 -0.8054 0.0 0.0 0.0
```
Forces are in eV/Å.

---

2.
C9H9NO4 | ωB97M-V/def2-TZVPD

* gap between HOMO and LUMO (spin up / spin down): 6.63 / 6.63 eV
* E: -703.801838 hartree
* LUMO energy (spin up / spin down): -0.68 / -0.68 eV

XYZ file:
```
23
Properties=species:S:1:pos:R:3:forces:R:3
C -1.5489 -1.9081 0.2224 -0.7 1.0 -1.7
C -2.4937 -0.9463 -0.5459 4.8 7.1 4.6
C -2.5260 0.7788 -0.0981 0.5 -9.0 -1.5
O -3.6157 1.4477 -0.2786 -0.7 0.2 -0.3
O -1.5100 1.4887 0.3897 -2.7 1.6 0.1
C -0.2613 1.1450 0.1946 4.4 -2.5 0.6
C 0.5362 0.9316 1.3545 -1.0 0.2 -0.8
C 1.8400 0.5066 1.1152 0.3 0.7 1.5
C 2.3704 0.2087 -0.1436 -2.0 0.2 1.4
N 3.7198 -0.2890 -0.2171 0.2 -0.2 2.1
O 4.3920 -0.2305 0.8243 -0.4 0.0 -1.5
O 4.0453 -0.7995 -1.2494 0.8 -0.3 -0.9
C 1.4987 0.1723 -1.2179 0.0 1.6 0.3
C 0.2446 0.7649 -1.0722 -0.8 -0.2 1.5
H -0.9301 -1.4608 0.9398 1.0 1.4 0.7
H -0.8905 -2.3912 -0.4734 0.5 -0.3 -0.5
H -1.9285 -2.6893 0.8335 -1.5 -0.8 0.2
H -3.3730 -1.1688 -0.9257 -4.1 -1.1 -1.6
H -3.4009 2.3631 -0.1369 -0.1 1.2 0.0
H 0.0501 1.0039 2.3877 1.1 0.1 -1.6
H 2.4518 0.4603 2.0141 0.2 -0.3 -0.5
H 1.8931 -0.1395 -2.1462 0.0 -0.4 -1.0
H -0.5635 0.7514 -1.7708 0.2 -0.1 -1.1
```
Forces are in eV/Å.

---

3.
C36H64BI2N3O7P | ωB97M-V/def2-TZVPD

* gap between HOMO and LUMO: 8.10 eV
* E: -3062.170299 hartree
* LUMO energy: -2.98 eV
* total charge: +1

XYZ file:
```
114
Properties=species:S:1:pos:R:3:forces:R:3
C 8.6348 -1.4366 -1.8143 -0.9 -0.9 -0.4
C 8.2199 -2.3168 -0.5479 1.5 0.2 -1.2
P 6.8568 -1.6792 0.5256 0.8 -2.4 1.9
C 7.5773 -0.3600 1.6351 0.6 1.3 0.2
C 6.5103 0.5171 2.4262 -0.1 -0.2 -0.3
C 5.2603 -1.1804 -0.3312 -0.3 2.8 0.4
O 4.2055 -1.5108 0.5237 0.7 0.0 -0.5
B 4.5489 -2.4488 1.5624 1.4 -1.5 1.6
O 4.7534 -2.0644 2.9107 0.3 0.0 -2.0
O 4.6166 -3.8579 1.3237 -1.4 1.8 -0.4
O 5.4442 0.2336 -0.5408 -0.3 -1.4 -0.1
C 4.5146 0.9226 -1.5089 0.9 -2.0 3.1
C 3.3769 1.3151 -0.4418 -0.3 1.3 -0.2
C 2.5992 2.6215 -0.7555 0.0 0.7 -0.1
N 1.3437 2.7314 -0.9494 0.8 -0.3 0.2
C 5.4834 2.0757 -1.9912 -0.8 0.8 -1.1
I 7.4145 2.3197 -0.9892 -1.1 -0.2 -0.4
C 5.2650 3.0058 -2.9623 1.2 -0.1 0.6
C 6.3358 4.1111 -3.3374 -1.5 -0.2 -0.3
I 3.4399 3.0780 -4.0546 0.8 0.1 0.3
C 4.2934 -0.3862 -2.4324 1.0 1.6 -4.3
C 5.3106 -0.1863 -3.6626 0.2 0.2 -0.3
O 5.3182 -1.3642 -4.5375 -0.1 0.9 1.6
N 5.3724 -0.8780 -5.8434 0.4 -1.2 -1.4
O 5.6258 -1.7540 -6.5782 -0.3 0.8 0.3
C 2.9375 -0.5912 -3.2044 -1.6 -0.3 0.5
C 1.6194 -0.6615 -2.3769 -2.9 0.2 1.5
C 1.3779 -1.5977 -1.2562 -1.3 1.0 -0.5
C 0.1145 -1.6711 -0.5265 -0.2 1.0 -1.1
C -1.0092 -0.8064 -0.8607 2.2 0.8 -2.1
C -0.8079 0.1334 -1.9627 1.4 -1.6 0.7
C 0.4645 0.2078 -2.7087 -0.2 -0.6 0.8
C 0.4592 1.2439 -3.8863 -0.9 -0.7 0.1
N 4.9526 -1.5920 -1.7706 0.0 -0.8 0.8
C 4.3975 -2.9517 -2.0246 2.4 -3.5 -0.3
C 5.6794 -4.0095 -2.1776 -1.8 -2.5 -0.3
C 5.2434 -5.5035 -2.6081 1.0 2.5 3.7
O 5.7283 -5.0841 -1.1941 0.6 1.6 -2.7
H 9.7212 -1.1874 -1.8413 -1.0 0.1 0.1
H 7.9509 -0.5540 -1.8613 1.1 -0.3 0.0
H 8.4296 -2.0467 -2.7467 0.3 0.7 0.8
H 9.1420 -2.3591 0.1071 -1.3 0.1 -0.2
H 8.0986 -3.3812 -0.9000 -0.4 1.1 0.8
H 8.3385 0.2967 1.1206 -1.0 -0.7 0.3
H 8.1717 -0.9130 2.4214 -0.7 0.1 -1.1
H 6.5278 0.2030 3.4976 -0.1 0.4 -0.9
H 5.4827 0.3270 2.0300 0.8 0.3 0.5
H 6.7217 1.6202 2.3411 -0.1 -1.2 0.1
H 5.4923 -2.6398 3.1952 -0.8 0.2 0.3
H 3.7735 -4.1203 0.9064 0.7 -0.3 0.1
H 3.9598 1.5409 0.5006 -0.5 -0.1 -1.1
H 2.7198 0.4514 -0.1757 0.4 0.7 -0.7
H 3.2068 3.5779 -0.7697 -0.1 -1.2 0.1
H 1.1107 3.7207 -1.1204 0.1 -0.4 0.2
H 5.9488 4.7304 -4.1897 0.3 -0.5 0.9
H 6.4386 4.7530 -2.4240 0.3 -0.5 -1.0
H 7.2966 3.6563 -3.6813 -0.7 0.3 0.6
H 6.3739 -0.0427 -3.3390 -0.9 0.0 0.1
H 5.0391 0.6743 -4.3180 0.1 -0.6 0.8
H 2.8383 0.2705 -3.9228 0.3 -0.8 1.0
H 2.9277 -1.4919 -3.8853 0.5 0.8 0.9
H 2.1691 -2.2979 -0.9161 -0.7 0.7 -0.4
H -0.0400 -2.4146 0.2962 0.5 0.7 -0.9
H -2.0107 -0.8122 -0.3804 1.1 -0.3 -0.1
H -1.6733 0.7846 -2.2516 1.1 -0.6 0.2
H 1.1164 0.9354 -4.7415 -0.5 0.5 0.8
H -0.5919 1.2315 -4.2975 1.1 0.1 0.3
H 0.6502 2.2958 -3.5403 0.0 -1.1 -0.3
H 5.9242 -1.7112 -2.1114 -0.6 0.7 -0.4
H 3.8712 -3.4295 -1.1710 0.0 1.0 -0.7
H 3.9345 -3.1114 -3.0212 -0.1 1.0 1.0
H 6.6657 -3.5969 -2.6151 -1.5 -0.7 0.8
H 4.2181 -5.8001 -2.2778 0.7 0.1 -1.7
H 5.9774 -6.1698 -3.1073 -0.9 0.6 0.2
C -3.5727 -2.8362 2.5702 0.0 -0.1 0.1
C -5.0811 -2.9355 2.3769 0.1 0.0 -0.1
C -5.6133 -1.9901 1.3002 -0.1 0.0 0.0
C -5.4069 -0.4997 1.5837 0.1 0.0 0.0
C -6.0176 0.0019 2.8930 0.0 0.1 -0.1
C -7.5332 -0.1414 2.9416 0.0 0.0 0.2
H -3.2717 -1.8400 2.9004 0.0 0.0 0.0
H -3.2395 -3.5484 3.3282 0.1 0.0 -0.1
H -3.0472 -3.0643 1.6383 0.0 0.0 0.0
H -5.5848 -2.7536 3.3309 0.0 0.0 -0.1
H -5.3290 -3.9624 2.0929 0.0 0.0 0.0
H -6.6789 -2.1902 1.1533 0.0 0.0 0.0
H -5.1301 -2.2311 0.3465 0.0 0.0 0.0
H -5.8333 0.0720 0.7520 0.0 0.0 0.0
H -4.3354 -0.2722 1.5852 0.0 0.0 0.0
H -5.7627 1.0598 3.0108 0.0 0.0 0.0
H -5.5718 -0.5171 3.7465 0.0 0.0 0.0
H -8.0034 0.4131 2.1255 0.0 -0.1 0.0
H -7.9190 0.2568 3.8834 -0.1 0.0 -0.1
H -7.8453 -1.1853 2.8744 0.0 0.0 0.0
C -12.8297 3.7604 4.5608 0.0 0.2 0.0
C -12.3815 3.9918 3.1223 -0.1 -0.1 0.0
C -11.7613 2.7525 2.4775 0.0 0.1 -0.1
C -10.4849 2.2398 3.1494 0.0 0.0 0.1
C -9.3447 3.2554 3.2388 0.0 -0.1 -0.1
C -8.8436 3.7150 1.8754 0.1 0.1 0.1
H -11.9912 3.4997 5.2093 0.0 0.0 0.0
H -13.2888 4.6650 4.9655 0.0 -0.1 0.0
H -13.5677 2.9560 4.6125 0.1 0.0 0.0
H -11.6823 4.8330 3.0878 0.0 0.0 0.0
H -13.2511 4.2942 2.5313 0.1 0.0 0.0
H -11.5584 2.9694 1.4240 0.0 0.0 0.0
H -12.5009 1.9445 2.4788 0.0 0.0 0.0
H -10.1339 1.3613 2.5975 0.0 0.0 0.0
H -10.7198 1.8853 4.1580 0.0 0.0 0.0
H -8.5117 2.7951 3.7798 0.0 0.0 0.0
H -9.6507 4.1235 3.8294 0.0 0.0 0.0
H -8.4844 2.8670 1.2858 -0.1 0.0 0.0
H -8.0133 4.4160 1.9942 0.0 0.0 -0.1
H -9.6233 4.2246 1.3065 0.0 0.0 0.0
```
Forces are in eV/Å.

---

4.
C3H5NS | ωB97M-V/def2-TZVPD

* gap between HOMO and LUMO: 10.48 eV
* E: -570.203243 hartree
* LUMO energy: 0.65 eV

XYZ file:
```
10
Properties=species:S:1:pos:R:3:forces:R:3
C -0.3058 -0.8986 -0.8359 -0.6 -1.1 -2.2
C -0.2971 0.0308 0.3717 -1.8 1.0 0.7
S 0.8893 -0.4656 1.7415 -0.3 0.6 -0.4
C 0.1071 1.3630 -0.1027 -0.6 -2.4 1.6
N 0.4515 2.4314 -0.2191 0.8 2.6 -0.8
H -1.3045 -1.4298 -1.0371 1.1 1.4 0.3
H 0.0141 -0.2250 -1.7012 -0.8 -1.4 0.7
H 0.3514 -1.7936 -0.8922 0.2 0.9 0.8
H -1.4220 0.2447 0.7492 2.6 -0.9 -0.4
H 1.5160 0.7428 1.9259 -0.6 -0.7 -0.2
```
Forces are in eV/Å.

---

Among the records above, which one has the lowest E? C47H34F3N9O2SSc

---

Among the records above, which one has the highest E? C3H5NS

---

The lowest E belongs to which entry? C47H34F3N9O2SSc

---

E of number 2 (C9H9NO4)? -703.801838 hartree